The following is a quantum chemistry calculation of 2 unconnected molecules or ions with the total composition C4H12NO2, from OMol25.

Properties
electronic energy = -364.7602 Eh
gap between HOMO and LUMO = 7.012 eV
molecular weight = 106.14 g mol⁻¹

The geometry in ORCA input format:
```
! RIJCOSX wB97M-V def2-TZVPD def2/J DEFGRID3
* xyz -1 1
C -1.305 0.387 -2.058
N -0.423 -0.060 -0.944
C -1.178 -0.460 0.243
C 0.520 0.972 -0.485
C 1.490 0.543 0.855
O 0.626 0.202 1.832
H -0.825 0.244 -3.011
H -1.784 1.362 -1.946
H -2.206 -0.306 -2.028
H -0.534 -0.663 1.107
H -1.825 -1.333 0.030
H -1.876 0.340 0.735
H 1.121 1.299 -1.176
H 0.021 1.830 0.098
H 2.176 1.435 1.227
H 2.041 -0.311 0.363
H 1.713 -1.954 1.057
H 0.897 -1.332 2.184
O 1.352 -2.194 1.918
*
```

Mulliken atomic charge list, values in e, 5 entries: -0.98, -0.07, -0.83, -0.92, -0.38


The following is a quantum chemistry calculation of a molecular structure, C4H12NO2, from OMol25.

Properties
electronic energy = -364.8003 Eh
gap between HOMO and LUMO = 7.956 eV
molecular weight = 106.14 g mol⁻¹

The geometry in ORCA input format:
```
! RIJCOSX wB97M-V def2-TZVPD def2/J DEFGRID3
* xyz -1 1
C -1.527 -0.154 0.085
N -0.649 0.910 0.536
C -0.158 1.756 -0.658
O 0.599 1.037 -1.554
C -1.325 -1.458 0.879
C 0.086 -1.903 1.166
H -1.406 -0.378 -1.063
H -2.623 0.147 0.464
H 0.159 0.583 1.141
H 0.367 2.546 -0.145
H -1.085 1.985 -1.210
H -1.787 -1.223 1.844
H -1.908 -2.224 0.320
H 0.681 -1.256 0.529
H 0.291 -2.775 0.643
H 0.419 -2.009 2.173
H 2.910 0.702 -0.330
H 1.482 0.340 -0.929
O 2.474 -0.069 -0.449
*
```

Mulliken atomic charge list, values in e, 5 entries: -0.39, -0.48, -0.62, -0.73, -0.35